No. 1
The following is a quantum chemistry calculation of C27H40BF17InO14 as an isolated structure at a distorted geometry, from the OMol25 dataset.

Properties
HOMO energy   -4.75 eV
Kohn-Sham gap   6.2 eV
E_LUMO   0.054 hartree
ΔE to the lowest compared entry with this formula, charge and spin   20.53 kcal/mol
Net charge   -1

Last column: Mulliken charge in e.
Geometry (Å):
C (-2.0631, 7.1245, 5.8896)  -1.2382
C (-3.0477, 7.3216, 4.7711)  0.8005
F (-3.7535, 8.5117, 5.1178)  -0.4127
C (-4.0461, 6.1919, 4.7051)  -1.2673
In (-3.7590, 4.7631, 2.9968)  0.8947
C (-4.9554, 2.8912, 3.4764)  -0.8584
C (-5.7358, 3.0978, 4.6901)  0.3534
O (-6.8334, 3.5303, 4.6939)  -0.5914
O (-5.1341, 2.7786, 5.8791)  -0.5491
B (-4.5132, 5.6663, 1.0268)  0.2594
O (-5.8651, 5.8034, 0.7828)  -0.5686
O (-3.5973, 6.1184, 0.0439)  -0.6101
C (-1.6348, 4.0862, 2.6661)  0.0262
C (-0.6379, 4.4083, 3.7394)  -1.2653
F (-1.6488, 2.6746, 2.5058)  -0.3600
H (-1.2853, 7.8675, 5.8596)  -0.0148
H (-2.5820, 7.1737, 6.8334)  0.4843
H (-1.6053, 6.1504, 5.7982)  0.2922
H (-2.5625, 7.5449, 3.8281)  0.1940
H (-5.0172, 6.6468, 4.5670)  0.4072
H (-4.0565, 5.7118, 5.6801)  0.2922
H (-5.6089, 2.6503, 2.6603)  0.3553
H (-4.2924, 2.0517, 3.6509)  0.3971
H (-4.2790, 3.2262, 5.8886)  0.3329
H (-6.2946, 6.0095, 1.6198)  0.3035
H (-3.7543, 7.0721, 0.0039)  0.2117
H (-1.3047, 4.4796, 1.7129)  0.1826
H (0.3436, 4.0368, 3.4364)  0.4348
H (-0.8720, 3.9429, 4.6884)  0.2790
H (-0.5175, 5.4757, 3.8563)  0.2474
C (-2.0129, 12.5756, 3.5572)  -1.0917
C (-0.7325, 13.0491, 4.2122)  -0.2211
O (-0.4458, 12.2874, 5.3976)  -0.3261
C (0.1425, 11.1126, 5.2044)  0.3772
O (0.4546, 10.6426, 4.1525)  -0.5155
C (0.4059, 10.4379, 6.5579)  0.9339
F (-0.6569, 10.5298, 7.3691)  -0.2463
F (1.4461, 11.0236, 7.1852)  -0.2904
F (0.6919, 9.1482, 6.3954)  -0.2344
H (-2.8375, 12.5999, 4.2696)  0.3000
H (-2.2614, 13.2107, 2.7072)  0.3716
H (-1.9179, 11.5491, 3.2055)  0.3188
H (-0.8362, 14.0813, 4.5414)  0.3138
H (0.1111, 13.0069, 3.5242)  0.3128
C (-3.5410, 3.5798, -1.7028)  -1.0474
C (-2.9108, 2.8865, -2.8903)  -0.4264
O (-1.6616, 2.2598, -2.5286)  -0.2937
C (-1.7469, 1.0726, -1.9531)  0.3163
O (-2.7459, 0.4640, -1.7104)  -0.5289
C (-0.3358, 0.5377, -1.6738)  1.0027
F (0.4629, 1.4681, -1.1447)  -0.2438
F (0.2486, 0.1117, -2.8162)  -0.2940
F (-0.3591, -0.4983, -0.8300)  -0.2667
H (-2.8453, 4.2837, -1.2541)  0.3214
H (-4.4391, 4.1174, -2.0029)  0.4400
H (-3.8114, 2.8595, -0.9296)  0.3291
H (-2.6642, 3.6134, -3.6620)  0.3463
H (-3.5829, 2.1536, -3.3366)  0.3344
C (0.3777, -3.1695, -2.5786)  -0.5433
C (-0.6384, -4.0555, -1.8937)  -0.2752
O (-0.4394, -5.4458, -2.2336)  -0.3031
C (0.4977, -6.0875, -1.5553)  0.2785
O (1.1947, -5.6374, -0.6963)  -0.5167
C (0.5427, -7.5541, -2.0082)  0.9909
F (0.4958, -7.6649, -3.3468)  -0.2661
F (-0.5003, -8.2374, -1.5053)  -0.2736
F (1.6596, -8.1571, -1.5894)  -0.2354
H (0.3622, -3.3314, -3.6577)  0.3409
H (0.1680, -2.1292, -2.3774)  -0.1901
H (1.3880, -3.3894, -2.2329)  0.3308
H (-1.6417, -3.8090, -2.2335)  0.3392
H (-0.6202, -3.9254, -0.8129)  0.3205
C (3.1705, -8.0022, -4.9880)  -0.8963
C (4.6584, -7.9231, -5.2474)  -0.1829
O (4.9307, -7.5426, -6.6124)  -0.3373
C (4.8678, -6.2472, -6.8834)  0.3366
O (4.6088, -5.3706, -6.1148)  -0.5116
C (5.2255, -6.0137, -8.3590)  0.9128
F (4.6076, -6.8959, -9.1609)  -0.2466
F (6.5513, -6.1471, -8.5437)  -0.2548
F (4.8756, -4.7876, -8.7476)  -0.2402
H (2.6929, -8.6733, -5.7031)  0.3128
H (2.9796, -8.3674, -3.9808)  0.1791
H (2.7002, -7.0250, -5.0959)  0.3802
H (5.1111, -8.9032, -5.1126)  0.2160
H (5.1504, -7.2385, -4.5580)  0.3331
C (6.0974, -14.3480, -3.4647)  -1.1034
C (4.7429, -13.8850, -2.9727)  -0.2176
O (4.8767, -12.8706, -1.9604)  -0.3402
C (5.0849, -11.6358, -2.3951)  0.3355
O (5.1727, -11.2921, -3.5365)  -0.5065
C (5.1581, -10.6702, -1.2030)  0.9695
F (5.9229, -11.1671, -0.2187)  -0.2583
F (3.9297, -10.4541, -0.7085)  -0.2644
F (5.6708, -9.4972, -1.5767)  -0.2402
H (6.7124, -14.6827, -2.6288)  0.3072
H (5.9839, -15.1700, -4.1704)  0.3684
H (6.6324, -13.5386, -3.9606)  0.3114
H (4.2130, -14.7079, -2.4981)  0.3240
H (4.1207, -13.5216, -3.7894)  0.3122

No. 2
The following is a quantum chemistry calculation of C27H40BeFMgN6O15 as an isolated structure at a distorted geometry, from the OMol25 dataset.

Properties
HOMO energy   -4.88 eV
Kohn-Sham gap   0.9 eV
E_LUMO   -0.148 hartree
Net charge   -1

Last column: Mulliken charge in e.
Geometry (Å):
C (4.7203, -1.9654, -2.9835)  -1.1119
C (3.6708, -3.1544, -3.3988)  0.4531
C (4.0945, -3.8808, -4.8422)  -1.1174
C (2.0872, -2.7314, -3.3580)  -0.5963
C (1.7727, -1.1723, -3.7559)  -0.2430
N (0.2756, -0.9536, -3.4519)  0.5264
C (-0.3197, 0.1982, -2.6514)  -0.1673
N (-1.8107, -0.0953, -2.6137)  -0.4065
C (-1.9835, -1.3715, -3.4085)  0.3239
N (-3.1107, -2.1276, -3.6982)  0.0565
C (-4.4781, -1.6856, -3.1553)  -0.1781
C (-5.1992, -3.0791, -2.6068)  -0.5214
C (-6.6855, -3.3473, -3.2462)  0.5090
O (-7.5589, -2.3269, -3.2274)  -0.4253
O (-6.9662, -4.6935, -3.7740)  -0.5024
N (-0.6348, -1.8811, -3.9388)  -0.3123
H (4.2633, -1.0938, -2.3504)  0.2130
H (5.5410, -2.4778, -2.2841)  0.4178
H (5.2944, -1.6276, -3.9483)  0.1976
H (3.8051, -4.0153, -2.5844)  0.2949
H (4.5789, -3.1236, -5.5953)  0.2874
H (3.1470, -4.4408, -5.2571)  0.3050
H (4.8882, -4.7160, -4.5311)  0.2971
H (1.5313, -3.4194, -4.1599)  0.1481
H (1.6301, -2.9277, -2.2866)  0.1952
H (2.3311, -0.3759, -3.0638)  0.2140
H (2.0259, -0.8830, -4.8612)  0.1147
H (0.2315, 1.1030, -2.1435)  0.3161
H (-3.0586, -3.0285, -4.2566)  0.1073
H (-5.1218, -1.1032, -3.9403)  0.3533
H (-4.2689, -1.0350, -2.1788)  0.0809
H (-5.2104, -3.0578, -1.4201)  0.2568
H (-4.5030, -4.0020, -2.8962)  0.1197
H (-7.2438, -4.5353, -4.7385)  0.3310
H (-0.5207, -2.7398, -4.5252)  0.3080
O (3.3452, 1.0243, -5.5477)  -0.4088
H (2.7369, 1.7161, -5.3614)  0.4148
O (7.0892, -0.9849, -1.7026)  -0.6867
H (7.3929, -1.0423, -2.5902)  0.2547
C (0.8550, 1.5942, 4.2262)  -0.4521
O (0.9113, 0.8364, 3.0192)  -0.3544
C (-0.2662, 0.7669, 2.3483)  0.7904
O (-1.3183, 1.2833, 2.6907)  -0.5801
O (-0.0702, 0.0232, 1.2303)  -0.2879
C (-1.2331, -0.1361, 0.4201)  -0.4211
H (1.8503, 1.5828, 4.6791)  -0.0034
H (0.5839, 2.6340, 4.0169)  0.3198
H (0.1503, 1.1435, 4.9324)  0.3383
H (-1.5877, 0.8345, 0.0587)  0.2527
H (-2.0214, -0.6559, 0.9741)  0.3482
H (-0.9611, -0.7468, -0.4452)  0.0028
Be (-5.3589, -1.1602, -0.6717)  0.0580
C (-0.6657, 5.7998, -0.7042)  -0.3665
C (-0.6352, 4.8064, 0.2740)  -0.5041
C (-1.7298, 3.9589, 0.4428)  -0.2432
C (-2.8520, 4.0987, -0.3742)  -0.5823
C (-2.8809, 5.0897, -1.3550)  -0.3849
C (-1.7900, 5.9432, -1.5176)  -0.4156
H (0.1862, 6.4623, -0.8332)  0.3636
H (0.2421, 4.6932, 0.9061)  0.3950
H (-1.7084, 3.1894, 1.2096)  0.5816
H (-3.7032, 3.4352, -0.2461)  0.4213
H (-3.7549, 5.1974, -1.9927)  0.3686
H (-1.8151, 6.7187, -2.2781)  0.3582
C (3.4062, 2.8879, 8.4141)  -0.1804
C (3.7084, 2.2802, 9.5742)  0.3322
C (2.6839, 1.2298, 9.9924)  0.4267
O (2.7978, 0.5012, 10.9833)  -0.5394
C (1.4616, 1.0697, 9.1614)  -0.2917
C (1.1529, 1.6873, 8.0075)  0.4187
C (2.2293, 2.6604, 7.5341)  0.4863
O (2.1878, 3.2792, 6.4661)  -0.4799
O (0.1088, 1.5500, 7.2985)  -0.5562
O (4.7145, 2.4757, 10.3231)  -0.5356
H (4.0817, 3.6436, 8.0291)  0.4685
H (0.7601, 0.3528, 9.5724)  0.4657
Mg (-5.0589, -4.7266, -4.6887)  0.0599
F (2.7411, 3.3773, -5.8809)  -0.5495
C (-9.8631, -4.7792, -1.9495)  0.7129
O (-9.2811, -4.1624, -1.0248)  -0.7705
O (-10.1857, -3.9536, -2.9351)  -0.4872
O (-10.1685, -5.9858, -2.0772)  -0.7699
H (-9.7962, -3.1939, -2.4566)  0.3288
C (5.2797, 2.0002, 4.2164)  0.6916
O (4.7327, 2.7391, 5.0186)  -0.6359
N (4.7522, 1.7067, 3.0135)  -0.3553
N (6.4638, 1.4072, 4.4566)  -0.4088
H (5.1992, 1.0982, 2.3489)  0.1725
H (3.8627, 2.1257, 2.7812)  0.1909
H (6.9050, 1.5935, 5.3462)  0.2214
H (6.9188, 0.7974, 3.7986)  0.1619

No. 3
The following is a quantum chemistry calculation of C27H40Cl2F2N6O4Sc as an isolated structure, from the OMol25 dataset.

Properties
HOMO energy (spin up / spin down)   -3.42 / -1.60 eV
Kohn-Sham gap (spin up / spin down)   5.7 / 3.9 eV
E_LUMO (spin up / spin down)   0.084 / 0.084 hartree
ΔE to the lowest compared entry with this formula, charge and spin   0.00 kcal/mol
Net charge   -1

Last column: Mulliken charge in e.
Geometry (Å):
Sc (0.2124, -0.1220, 0.2495)  -0.6717
F (-2.6025, -5.2446, -0.6908)  -0.4738
C (-2.5242, -3.8884, -0.8030)  0.4446
C (-2.1434, -3.1731, 0.2916)  -1.8383
C (-2.0413, -1.7410, 0.2449)  1.6327
C (-2.3140, -1.1071, -1.0463)  0.7200
C (-2.6826, -1.9520, -2.0865)  0.5389
F (-2.9153, -1.4107, -3.3080)  -0.3999
C (-2.8169, -3.3307, -2.0356)  -1.0584
C (-2.2495, 0.3555, -1.3605)  -0.5992
C (-3.3254, 1.0228, -1.8838)  -0.0494
C (-3.2828, 2.3998, -2.1643)  -1.2074
C (-2.0667, 3.0635, -1.8636)  -0.6749
C (-1.0132, 2.3667, -1.3555)  -0.5482
N (-1.0364, 1.0119, -1.1099)  0.7824
H (-1.9339, -3.7133, 1.2010)  0.2575
H (-3.1079, -3.9083, -2.8983)  0.5507
H (-4.2364, 0.4622, -2.0619)  0.4442
H (-4.1411, 2.9215, -2.5620)  0.3645
H (-1.9531, 4.1294, -2.0256)  0.3921
H (-0.0804, 2.8626, -1.1094)  0.4137
C (-2.9677, 0.9136, 1.5090)  -1.1166
O (-1.6635, 0.3386, 1.4404)  0.9468
C (-1.6403, -1.0814, 1.4204)  0.5301
C (-1.5128, -1.6609, 2.7936)  -1.6624
H (-3.6366, 0.4255, 0.8029)  0.6350
H (-2.8711, 1.9649, 1.2413)  -0.0616
H (-3.3485, 0.8127, 2.5296)  0.2978
H (-2.4369, -1.5484, 3.3793)  0.3277
H (-0.7016, -1.1654, 3.3302)  0.1845
H (-1.2672, -2.7202, 2.7769)  0.4719
O (1.4838, -1.3038, 1.5440)  -0.6348
N (1.5417, -0.0257, 1.9769)  1.0442
O (1.7352, 0.2642, 3.1733)  -0.7980
O (1.9075, 0.8373, 0.9330)  -0.6764
C (0.2847, -4.5400, -3.2192)  -1.1126
C (0.8094, -4.4990, -1.7890)  -0.6079
N (2.0299, -3.7195, -1.6115)  0.4458
C (3.2974, -4.3717, -1.9111)  -0.8000
C (3.8420, -4.0727, -3.3043)  -0.9373
C (1.9631, -2.4024, -1.2840)  1.4055
C (3.2373, -1.7025, -0.9054)  -1.3725
N (0.8651, -1.7174, -1.2955)  0.3408
H (-0.6772, -5.0527, -3.2469)  0.4280
H (0.9731, -5.0657, -3.8828)  0.4014
H (0.1337, -3.5316, -3.6077)  0.2182
H (1.0211, -5.5102, -1.4347)  0.3592
H (0.0487, -4.0995, -1.1165)  0.1714
H (3.1315, -5.4450, -1.8048)  0.3736
H (4.0364, -4.1000, -1.1576)  0.4081
H (3.1267, -4.3532, -4.0764)  0.2398
H (4.7667, -4.6279, -3.4744)  0.3900
H (4.0606, -3.0115, -3.4217)  0.2263
H (3.8435, -1.5155, -1.7953)  0.3424
H (3.8212, -2.2883, -0.1977)  0.3300
H (3.0003, -0.7509, -0.4394)  -0.0078
H (0.0595, -2.2523, -1.6139)  -0.6463
C (-0.9536, 4.3117, 1.7893)  -0.6381
C (-0.8438, 5.4231, 2.8688)  -0.8519
N (0.0744, 5.0083, 3.9327)  -0.2148
C (1.3779, 4.7024, 3.3311)  -0.8293
C (1.2448, 3.5480, 2.3010)  -0.6678
N (-0.1593, 3.1542, 2.1861)  0.2859
C (-0.6276, 2.6706, 3.4840)  -0.3673
C (-0.4502, 3.7851, 4.5510)  -0.8685
H (-0.5894, 4.6588, 0.8194)  0.5109
H (-1.9893, 3.9944, 1.6456)  0.1899
H (-1.8143, 5.6350, 3.3261)  0.3400
H (-0.4711, 6.3587, 2.4428)  0.3091
H (2.0662, 4.4334, 4.1362)  0.3314
H (1.7566, 5.6177, 2.8672)  0.2682
H (1.8151, 2.6675, 2.5919)  0.3359
H (1.5961, 3.8470, 1.3102)  0.5354
H (-0.0585, 1.7744, 3.7332)  0.3007
H (-1.6762, 2.3833, 3.3806)  0.2568
H (0.2503, 3.4768, 5.3307)  0.2694
H (-1.3983, 4.0312, 5.0379)  0.3720
Cl (4.6090, 2.0660, -1.8489)  -0.1660
C (3.3687, 2.0872, -3.1201)  -0.5011
Cl (1.9375, 1.1622, -2.6826)  0.0643
H (3.8105, 1.6573, -4.0112)  0.3026
H (3.0829, 3.1193, -3.2855)  0.3276

The DFT total energy results, record by record, are as follows: -4019.08031, -2823.74693, -3563.11874 Eh.